# 1
The following is a DFT calculation (the ωB97M-V functional and the def2-TZVPD basis) of 11 unconnected molecules or ions with the total composition C32H64Br12O15.

Summary:
SMILES = CCOC(=O)OC.CCOC(=O)OC.CCOC(=O)OC.CCOC(=O)OC.CCOC(=O)OC.BrCCBr.BrCCBr.BrCCBr.BrCCBr.BrCCBr.BrCCBr
multiplicity = 1
LUMO energy = 0.2 eV
highest occupied orbital energy = -9.805 eV
gap between HOMO and LUMO = 0.368 Eh

```
123
Properties=species:S:1:pos:R:3:forces:R:3
C -8.0322 -1.6424 3.0190 1.08 0.51 0.31
C -8.0722 -2.0281 1.5224 -0.28 -1.38 1.70
O -6.7961 -2.5723 1.0988 0.20 0.47 -0.09
C -6.0801 -1.8594 0.2300 -0.96 2.48 -0.91
O -6.5078 -0.8797 -0.4043 1.25 -2.15 1.22
O -4.8308 -2.3243 0.2119 -1.89 -1.45 1.06
C -3.8390 -1.6416 -0.4567 -0.04 0.75 -1.74
H -8.8635 -0.9375 3.2683 0.60 -0.71 -0.17
H -7.0743 -1.0855 3.1414 -0.74 -0.20 0.21
H -7.9855 -2.4944 3.7685 -0.25 0.87 -1.21
H -8.4407 -1.2168 0.9256 0.23 0.22 -0.53
H -8.7127 -2.8974 1.4842 -0.49 -0.03 -0.59
H -2.9495 -1.8926 0.0488 1.23 -0.32 0.22
H -4.0000 -0.5911 -0.3466 -0.03 0.87 -0.13
H -3.8137 -1.8941 -1.5410 0.08 0.07 0.69
C -1.6131 -4.6570 -1.8903 -0.33 -0.62 0.89
C -0.9776 -4.1444 -0.6242 1.67 -1.25 -0.18
O 0.4818 -4.1185 -0.8668 -0.41 -0.65 -1.38
C 1.2688 -4.2389 0.1667 1.66 1.37 -0.81
O 0.9606 -4.0513 1.2993 -0.61 -0.38 1.48
O 2.5654 -4.3966 -0.2587 -0.30 -0.13 1.78
C 3.4731 -4.5185 0.9114 0.13 -0.86 -0.31
H -2.6981 -4.6963 -1.7462 0.13 -0.63 0.24
H -1.1292 -5.6271 -2.0605 -0.68 -0.02 -0.21
H -1.5358 -4.0919 -2.7825 0.72 1.00 -0.67
H -1.0834 -4.8905 0.1759 -0.47 0.51 -0.06
H -1.1787 -3.1610 -0.3161 -0.81 1.14 0.46
H 4.2941 -5.1655 0.5614 -0.29 0.48 0.02
H 2.9659 -5.0425 1.7405 0.12 0.34 -0.53
H 3.8852 -3.5714 1.3127 -0.54 -0.22 -0.69
C 2.5421 -1.1232 -0.6213 0.84 1.99 0.92
C 1.4205 -0.4450 -1.3243 -0.51 0.40 -1.45
O 0.8051 0.6448 -0.5742 0.84 -1.22 -0.30
C -0.1473 0.1517 0.1910 -2.02 -0.47 -0.12
O -0.5965 -0.9860 0.2045 0.86 0.67 0.21
O -0.7763 1.0863 0.8722 -0.12 0.03 0.60
C -0.3544 2.4533 0.7805 0.41 -0.83 -0.85
H 2.1722 -1.4913 0.3406 0.19 -0.41 -0.27
H 3.3593 -0.3756 -0.3959 -0.60 -0.79 -0.21
H 2.9272 -1.8735 -1.2803 0.32 -0.72 -0.04
H 0.6460 -1.1683 -1.4994 -0.42 -0.35 -0.03
H 1.6165 -0.0543 -2.3361 0.40 0.23 0.57
H 0.6741 2.5416 1.1204 -0.07 0.29 0.15
H -1.0815 2.9599 1.3553 -0.26 0.74 0.68
H -0.4366 2.7537 -0.2570 0.16 0.29 -0.17
C -2.0765 -0.1296 -3.5270 -1.23 0.74 -0.35
C -1.3033 0.4739 -4.7016 -0.38 -1.03 0.66
O 0.0496 0.0740 -4.4019 2.15 1.10 -1.99
C 1.0191 0.2871 -5.3895 -2.22 2.03 0.45
O 2.0962 -0.2117 -5.3195 0.27 -0.01 -0.29
O 0.5733 1.2359 -6.3291 0.86 -1.76 1.42
C 1.5524 1.7827 -7.2716 -1.17 0.67 1.77
H -1.9022 0.4695 -2.6094 -0.30 -0.34 -0.47
H -1.7787 -1.1575 -3.3320 0.19 -0.03 -0.13
H -3.1716 -0.1573 -3.8027 1.02 0.23 0.57
H -1.5146 1.5478 -4.8649 0.69 -0.45 0.36
H -1.5085 -0.0553 -5.6124 -0.66 -0.09 -0.54
H 1.9549 1.0165 -7.8671 0.55 -0.93 -0.82
H 2.3241 2.3034 -6.6931 -0.10 -0.08 -0.30
H 0.9234 2.4749 -7.8329 0.44 -0.04 -0.14
C 2.6565 6.6571 -0.6967 -2.45 -0.77 0.10
C 2.5016 6.4017 0.7875 0.49 -1.26 0.33
O 1.3942 5.4933 1.1518 0.86 0.77 -0.87
C 0.3976 6.1023 1.7668 -1.28 0.31 -0.12
O 0.1875 7.2976 1.8912 0.46 -1.52 0.10
O -0.4182 5.0996 2.1681 0.16 0.01 0.46
C -1.3861 5.4469 3.1650 0.26 0.14 0.15
H 1.6476 7.0581 -1.0274 1.31 -0.10 0.02
H 2.7097 5.6334 -1.1159 0.53 0.75 -0.43
H 3.4732 7.3489 -0.9489 -0.28 -0.52 0.11
H 2.2958 7.2529 1.3652 0.23 1.42 0.54
H 3.3541 5.8527 1.1859 0.19 0.25 -0.03
H -1.6174 6.4691 2.9723 -0.85 0.71 0.01
H -0.9388 5.4227 4.1650 -0.01 -0.36 -0.16
H -2.2493 4.7729 3.0987 0.40 0.20 -0.14
Br -3.1456 1.5507 2.5303 -0.02 -0.26 -0.24
C -4.3153 1.8426 4.0666 1.38 0.31 -0.08
C -5.6132 1.2082 3.7872 -1.06 0.29 0.21
Br -6.8432 1.4070 5.3366 0.43 -0.08 -0.29
H -4.2770 2.9199 4.1420 -0.56 0.12 0.35
H -3.7530 1.3882 4.8617 -0.06 -0.13 0.51
H -5.4983 0.1318 3.6314 -0.18 0.44 -0.20
H -6.1125 1.7755 2.9993 -0.05 -0.65 -0.12
Br 6.5256 0.5039 3.7414 -0.07 0.47 0.18
C 6.1596 -0.5747 2.1837 -0.25 -1.14 0.42
C 7.2214 -0.3760 1.1693 0.73 0.27 -1.13
Br 6.8420 -1.5509 -0.3419 -0.17 -0.29 -0.24
H 5.1518 -0.3427 1.7782 0.64 -0.33 0.54
H 6.3100 -1.6133 2.5869 -0.88 0.92 -0.61
H 8.1917 -0.7060 1.5191 0.09 0.18 0.15
H 7.2848 0.5966 0.6689 -0.09 -0.16 0.71
Br -0.0151 2.5799 5.9969 -0.41 0.00 0.08
C 0.8667 2.0163 4.3608 0.80 0.09 0.75
C 0.4902 0.6131 3.9820 -0.80 -0.11 -0.07
Br 1.7995 -0.0319 2.6970 0.12 -0.14 0.22
H 1.9242 2.1320 4.6248 -0.26 -0.30 -0.30
H 0.6189 2.7405 3.6199 -0.23 0.44 -0.62
H -0.4791 0.5603 3.4448 0.55 0.12 0.44
H 0.4546 -0.0334 4.8664 0.27 0.01 -0.41
Br 5.4517 2.1661 -0.5432 -0.12 -0.14 -0.55
C 5.5736 1.5317 -2.4307 1.00 0.66 1.04
C 4.2432 1.2584 -2.9966 -0.88 -0.10 -1.57
Br 3.1762 2.9136 -3.3237 0.16 -0.49 0.60
H 6.3030 0.7182 -2.3909 -0.68 -0.34 -0.03
H 6.0805 2.3333 -2.9408 -0.04 0.40 -0.18
H 3.6560 0.4969 -2.4913 -0.06 0.39 0.25
H 4.2914 0.9680 -4.0516 0.47 -0.39 0.32
Br 0.1955 -3.4966 -5.1127 0.04 0.22 -0.21
C 1.6320 -3.2050 -3.7981 -0.29 -0.69 -0.29
C 2.9415 -3.2349 -4.5628 0.16 2.26 0.88
Br 4.5525 -3.2111 -3.3560 -0.82 0.04 -0.37
H 1.4204 -4.0135 -3.1112 0.59 -0.08 0.21
H 1.3830 -2.2700 -3.3207 0.26 0.30 -0.06
H 3.0166 -2.2890 -5.1439 0.08 -0.87 0.36
H 3.0783 -4.0745 -5.1769 0.03 -1.13 -0.63
Br -0.9465 -4.3306 4.6371 -0.20 0.49 -0.70
C -1.0692 -2.6869 3.5413 1.56 1.54 1.31
C -2.4523 -2.2995 3.1059 -0.45 -1.34 0.65
Br -3.6480 -1.7889 4.5947 0.25 -0.29 -0.04
H -0.3780 -2.7388 2.6791 -0.51 -0.50 0.32
H -0.5980 -1.9120 4.2356 -0.86 -0.96 -0.94
H -2.9151 -3.1852 2.6289 -0.05 0.84 0.02
H -2.4740 -1.3960 2.5316 0.27 0.18 -0.72
```
Forces are in eV/Å.


# 2
The following is a DFT calculation (the ωB97M-V functional and the def2-TZVPD basis) of a molecular structure, C32H64Br2NiO16S7.

Summary:
multiplicity = 3
LUMO energy (spin up / spin down) = 0.0 / 0.0 eV
highest occupied orbital energy (spin up / spin down) = -7.648 / -7.552 eV
gap between HOMO and LUMO (spin up / spin down) = 0.280 / 0.276 Eh

```
122
Properties=species:S:1:pos:R:3:forces:R:3
Ni -2.0088 -1.6894 -0.3386 1.75 1.25 0.12
O -1.7529 0.2796 -0.7057 0.23 -1.22 0.07
C -0.7000 0.6121 0.1374 0.00 0.53 0.57
C 0.3050 -0.5311 0.4758 0.05 0.41 -0.40
O -0.3029 -1.7641 0.6762 -0.55 0.20 -0.62
H -1.0594 0.9982 1.1155 -0.29 -0.06 0.06
H -0.1618 1.4829 -0.2836 0.33 -0.10 0.00
H 0.8975 -0.2401 1.3649 -0.19 0.20 0.22
H 1.0975 -0.4939 -0.2977 -0.16 -0.52 -0.33
C 1.0566 -1.6033 -4.9303 0.53 0.15 0.55
C 2.1729 -2.2074 -4.0312 -0.29 0.20 -0.54
C 1.5088 -2.1960 -2.6863 -1.03 -0.95 1.01
S -0.0766 -3.0536 -3.0260 0.57 -0.24 -0.45
O -1.1304 -2.4600 -2.2278 -0.37 0.04 -0.05
O 0.0349 -4.4983 -3.0670 0.19 0.72 0.46
C -0.1610 -2.5246 -4.7515 0.29 0.30 -0.31
H 1.4115 -1.4613 -5.9475 -0.36 -0.19 -0.18
H 0.8515 -0.6191 -4.5073 -0.25 0.09 -0.26
H 3.0889 -1.6195 -4.0245 -0.04 0.06 -0.10
H 2.3921 -3.2102 -4.4038 0.18 -0.08 0.30
H 1.2497 -1.1883 -2.3568 -0.09 0.02 -0.13
H 1.9084 -2.6984 -1.8044 0.42 -0.17 -0.30
H -1.1384 -2.0966 -4.9595 0.06 0.23 0.07
H -0.0360 -3.4164 -5.3618 -0.07 -0.15 0.15
C -4.4054 1.0814 3.8645 0.55 0.82 0.59
C -2.8859 1.2973 3.6832 0.41 -0.20 -0.21
C -2.2894 -0.1080 3.5551 -0.38 -0.48 0.47
S -3.5166 -1.1137 2.6982 0.99 0.86 0.58
O -3.8216 -2.1993 3.5955 -0.45 -0.14 -0.69
O -3.1256 -1.3482 1.3147 -0.89 -0.41 0.88
C -4.7396 0.2029 2.6937 -0.75 -0.69 -1.02
H -4.9067 2.0503 3.8732 -0.12 -0.07 -0.50
H -4.6671 0.6713 4.8431 0.19 -0.48 -0.16
H -2.3587 1.7846 4.5030 -0.36 0.23 0.08
H -2.7573 1.9011 2.7828 0.21 -0.05 -0.03
H -2.3360 -0.5207 4.5654 0.16 -0.21 -0.05
H -1.3006 -0.3248 3.1564 -0.05 0.45 -0.38
H -5.7395 -0.2181 2.5836 0.02 -0.06 0.43
H -4.5357 0.6777 1.7288 0.04 0.28 0.17
C 4.3192 -2.4097 1.4983 0.52 -0.65 -0.55
C 5.1776 -2.5345 2.7685 -0.34 1.18 0.08
C 4.6504 -3.6891 3.6273 0.15 -0.20 0.43
S 3.0461 -4.2197 2.8758 1.11 1.80 0.38
O 2.0097 -4.1602 3.8847 0.11 -0.79 -0.23
O 3.3489 -5.3522 2.0360 -0.58 -0.10 0.34
C 2.8899 -2.7435 1.8386 0.20 -0.56 0.58
H 4.6846 -3.1593 0.7899 -0.02 0.18 -0.20
H 4.3958 -1.4269 1.0440 0.04 0.04 -0.09
H 5.0681 -1.5987 3.3325 -0.32 -0.10 0.12
H 6.2356 -2.4714 2.5130 0.05 -0.86 0.03
H 4.4977 -3.3572 4.6551 -0.47 0.06 -0.09
H 5.2892 -4.5624 3.7564 0.01 -0.08 -0.61
H 2.4896 -1.9552 2.4765 -0.43 -0.12 -0.11
H 2.2273 -3.0292 1.0249 -0.10 0.38 -0.05
C -0.0460 1.9451 -3.2837 1.53 0.15 0.76
C 1.3725 2.1880 -3.9186 -0.57 -1.03 -0.84
C 1.2146 3.0283 -5.1662 0.28 1.71 0.03
S -0.4102 2.7881 -5.8216 -0.03 -0.67 1.05
O -0.4305 1.5919 -6.6376 -0.03 0.46 -0.32
O -0.9168 4.0669 -6.2397 -0.24 -0.26 -0.64
C -1.1619 2.3197 -4.2475 0.12 0.08 0.39
H 0.0262 2.5038 -2.3467 -0.93 0.42 -0.23
H -0.0997 0.9309 -2.8852 -0.29 -0.16 -0.41
H 1.7582 1.2102 -4.2171 0.47 0.21 0.30
H 2.0081 2.7007 -3.2060 0.30 -0.29 -0.04
H 1.9380 3.0235 -5.9826 0.08 -0.79 0.11
H 1.2227 4.0915 -4.8971 -0.26 -0.07 0.14
H -1.8094 1.4671 -4.4344 -0.18 0.15 -0.13
H -1.7075 3.1917 -3.9046 -0.26 0.05 -0.01
C -6.0815 -2.3556 -3.6931 0.27 -0.69 -0.68
C -4.9027 -1.5282 -4.1946 1.07 0.86 -0.56
C -4.7310 -0.3370 -3.2483 -0.85 -0.49 0.64
S -4.9900 -1.0763 -1.6284 0.89 0.91 -0.91
O -5.5211 -0.0739 -0.7334 -0.02 -0.90 0.12
O -3.7119 -1.7311 -1.3713 -1.06 -0.62 0.15
C -6.1440 -2.3778 -2.1662 -0.73 1.20 0.31
H -6.0479 -3.3754 -4.0782 0.13 0.05 -0.03
H -6.9703 -1.9088 -4.1396 -0.20 -0.01 0.44
H -5.0604 -1.1393 -5.2026 -0.34 -0.12 0.02
H -3.9554 -2.0623 -4.2938 -0.12 -0.27 0.47
H -5.5457 0.3855 -3.3320 0.09 0.09 -0.25
H -3.7664 0.1609 -3.1811 0.09 -0.10 -0.16
H -7.1434 -2.0321 -1.8987 0.12 -0.05 0.46
H -5.9274 -3.2908 -1.6222 0.27 -0.11 -0.25
C 3.3561 3.6304 1.1641 1.02 -0.45 -0.02
C 4.8268 3.3137 1.4888 1.08 -0.26 0.22
C 5.0456 1.8160 1.2983 -1.35 -0.84 -0.81
S 4.3396 1.5672 -0.3411 -0.21 1.79 -0.38
O 3.6960 0.2856 -0.5666 0.74 0.20 0.05
O 5.2780 2.1558 -1.2859 -0.27 -0.87 -0.01
C 3.0184 2.8208 -0.1094 -0.24 -1.16 1.06
H 3.2216 4.7017 1.0546 -0.19 0.02 -0.01
H 2.7798 3.2458 2.0039 -0.32 0.21 -0.09
H 5.1949 3.5110 2.4970 -0.59 0.46 0.11
H 5.4861 3.8578 0.8095 0.03 -0.05 -0.05
H 4.3540 1.2169 1.8990 0.25 0.21 0.50
H 6.0428 1.3928 1.3551 0.15 0.27 -0.09
H 2.1683 2.1871 0.1498 -0.28 0.18 -0.52
H 2.8707 3.3315 -1.0535 0.11 0.21 0.05
C 0.9042 -1.0647 4.9938 -0.53 0.07 0.29
C 1.8108 -1.3472 6.1993 0.89 0.04 0.04
C 3.1113 -0.5411 6.0425 -0.70 -0.16 -1.20
S 2.6488 1.0264 5.1753 0.05 -0.83 1.47
O 3.7033 1.3627 4.2424 -0.52 -0.09 -0.35
O 2.2766 2.0107 6.1689 -0.11 -0.20 -0.39
C 1.1156 0.3407 4.4148 0.92 -0.29 -0.83
H -0.1394 -1.2216 5.2651 0.00 0.09 0.08
H 1.0992 -1.8136 4.2271 0.11 0.08 -0.03
H 2.1265 -2.3862 6.1041 -0.34 -0.15 0.44
H 1.3682 -1.1768 7.1773 -0.27 0.06 -0.10
H 3.7028 -1.1175 5.3270 0.31 0.41 -0.10
H 3.6978 -0.3891 6.9416 -0.13 0.41 0.06
H 1.3193 0.2024 3.3508 0.18 0.35 -0.01
H 0.2948 1.0499 4.4682 0.10 0.12 0.55
Br -3.3577 5.5900 -2.6019 -0.47 -0.51 -0.27
C -4.0687 3.8477 -1.9901 0.50 1.05 1.22
C -3.3669 3.5424 -0.6784 0.28 -1.16 -0.20
Br -3.9565 4.6238 0.8355 -0.10 -0.32 -0.30
H -3.8820 3.0911 -2.7430 0.15 0.05 -0.08
H -5.1270 3.9323 -1.7558 -0.08 0.22 -0.50
H -2.2886 3.6593 -0.6884 0.02 0.20 -0.30
H -3.5214 2.4738 -0.4885 -0.19 0.18 0.49
```
Forces are in eV/Å.


The lowest multiplicity belongs to which entry? C32H64Br12O15


What is the multiplicity in the second record? 3